(1)
Entry from the Open Molecules 2025 dataset: 9 unconnected molecules or ions with the total composition C22H54O13S7 at a distorted geometry (wB97M-V/def2-TZVPD).

Geometry as XYZ:
```
96
Properties=species:S:1:pos:R:3:mulliken_charge:R:1
C -8.07 -3.60 10.02 -1.610
C -7.20 -2.64 9.27 0.672
C -5.93 -3.24 8.67 -0.448
O -5.81 -2.56 7.40 -0.023
C -7.01 -2.08 7.05 0.373
O -7.27 -1.66 6.03 -0.432
O -7.88 -2.15 8.09 -0.421
H -8.81 -2.97 10.54 0.413
H -7.57 -4.18 10.79 0.356
H -8.67 -4.20 9.35 0.376
H -6.88 -1.81 9.92 0.258
H -6.04 -4.32 8.51 0.351
H -5.02 -3.13 9.26 0.119
C -3.48 -5.65 8.11 -1.037
C -3.27 -4.80 6.86 1.960
C -2.07 -5.16 5.97 0.120
O -2.58 -4.76 4.68 -0.388
C -3.95 -4.90 4.69 0.427
O -4.60 -4.90 3.72 -0.521
O -4.39 -5.16 5.94 -0.472
H -3.85 -5.07 8.95 0.049
H -2.56 -6.13 8.44 -0.162
H -4.13 -6.50 7.95 0.437
H -3.38 -3.74 7.04 -0.596
H -1.76 -6.20 5.96 0.298
H -1.25 -4.53 6.31 -0.002
C -5.76 2.75 6.70 -0.338
S -6.45 3.64 5.29 0.375
O -5.47 3.54 4.21 -0.523
C -7.73 2.47 4.88 -0.728
H -5.15 1.95 6.28 -0.265
H -6.56 2.30 7.28 0.445
H -5.16 3.48 7.23 0.265
H -7.33 1.47 4.71 0.051
H -8.24 2.75 3.96 0.362
H -8.45 2.40 5.70 0.350
C 0.19 4.10 11.42 -0.816
S -0.50 2.41 11.41 0.383
O -1.65 2.40 10.48 -0.510
C 0.90 1.68 10.56 -0.427
H -0.37 4.67 12.15 0.362
H 0.05 4.54 10.44 0.113
H 1.23 3.99 11.69 0.407
H 1.12 2.11 9.59 0.154
H 0.65 0.63 10.36 -0.163
H 1.76 1.70 11.23 0.521
C 3.07 -2.74 7.51 -1.017
S 1.29 -2.91 7.47 0.665
O 0.99 -4.33 7.26 -0.698
C 1.08 -2.60 9.22 -0.864
H 3.47 -3.32 6.68 0.366
H 3.43 -3.07 8.48 0.297
H 3.48 -1.74 7.31 0.348
H 1.65 -3.34 9.78 0.577
H 0.05 -2.58 9.61 -0.056
H 1.41 -1.61 9.55 0.380
C 0.06 2.53 6.69 -1.237
S -1.58 2.84 7.36 0.940
O -2.53 2.72 6.23 -0.591
C -1.41 4.59 7.73 -1.275
H 0.23 3.22 5.85 0.444
H 0.12 1.53 6.29 0.266
H 0.83 2.70 7.44 0.346
H -0.38 4.85 8.00 0.356
H -2.05 4.85 8.57 0.321
H -1.73 5.18 6.87 0.436
C -2.89 -1.01 4.43 -0.201
S -3.66 0.14 3.27 0.163
O -3.80 1.39 4.03 -0.383
C -5.29 -0.63 3.27 -0.522
H -2.08 -0.50 4.94 0.179
H -2.45 -1.88 3.93 0.513
H -3.63 -1.32 5.18 -0.361
H -5.65 -0.45 4.29 -0.145
H -5.22 -1.71 3.16 0.343
H -5.86 -0.21 2.46 0.413
C -1.57 -4.88 11.10 -0.283
S -0.01 -5.79 11.06 0.440
O 0.01 -6.80 12.15 -0.660
C -0.23 -6.77 9.58 -0.557
H -1.76 -4.35 10.16 -0.432
H -1.44 -4.14 11.89 0.351
H -2.38 -5.58 11.30 0.503
H -0.40 -6.07 8.76 -0.089
H -1.12 -7.40 9.71 0.338
H 0.67 -7.35 9.42 0.416
C -2.54 -0.69 10.61 -0.630
S -2.08 -0.95 8.90 0.526
O -2.50 -2.38 8.71 -0.411
C -3.40 0.03 8.19 -0.623
H -2.08 -1.50 11.20 0.192
H -3.61 -0.82 10.78 0.317
H -2.17 0.26 10.99 0.080
H -4.34 -0.50 8.39 -0.052
H -3.37 0.17 7.11 -0.051
H -3.43 1.00 8.68 0.506
```

LUMO energy	-0.202	eV
net charge	0

=====

(2)
Entry from the Open Molecules 2025 dataset: 18 unconnected molecules or ions with the total composition C44H62BN19O4 at a distorted geometry (wB97M-V/def2-TZVPD).

Geometry as XYZ:
```
130
Properties=species:S:1:pos:R:3:mulliken_charge:R:1
C 1.97 1.13 2.93 -1.047
N 1.81 2.20 1.91 0.233
C 2.59 1.74 0.71 -1.002
B 0.45 2.39 1.49 0.268
O 0.25 2.96 0.22 -0.537
N -0.77 2.07 2.32 0.213
C -1.23 0.74 2.31 -0.112
O -0.62 -0.30 2.37 -0.619
C -2.75 0.68 2.15 0.431
C -3.63 -0.40 2.19 -0.327
C -5.00 -0.09 1.98 -0.574
C -5.41 1.25 1.72 0.196
O -6.75 1.49 1.48 -0.607
C -4.50 2.34 1.69 -0.331
C -3.16 2.02 1.93 0.588
C -1.91 2.89 1.99 -0.451
O -1.95 4.08 1.83 -0.604
H 1.15 1.11 3.67 0.282
H 1.90 0.16 2.40 0.401
H 2.97 1.14 3.40 0.305
H 1.98 1.11 0.04 0.369
H 2.89 2.65 0.17 0.051
H 3.46 1.13 0.99 0.481
H -0.36 2.40 -0.29 0.216
H -3.27 -1.41 2.39 0.576
H -5.72 -0.91 2.01 0.384
H -6.94 1.23 0.56 0.355
H -4.81 3.37 1.50 0.618
C -4.05 0.40 -1.64 -0.085
C -2.60 0.58 -1.60 0.531
N -1.46 0.74 -1.56 -0.515
H -4.30 -0.59 -2.03 0.029
H -4.46 0.49 -0.63 -0.217
H -4.50 1.16 -2.27 0.260
C 0.71 5.94 -0.74 -0.164
C 1.45 6.28 -1.96 0.302
N 2.03 6.54 -2.92 -0.462
H -0.30 6.35 -0.79 0.306
H 0.64 4.86 -0.63 -0.180
H 1.22 6.35 0.13 0.286
C -0.21 6.46 -5.82 -0.815
C -1.54 5.98 -6.19 0.386
N -2.58 5.59 -6.48 -0.371
H -0.27 7.08 -4.93 0.233
H 0.45 5.62 -5.62 0.263
H 0.21 7.06 -6.64 0.289
C -3.38 -3.82 -2.04 -0.814
C -4.63 -2.98 -2.03 0.389
N -5.57 -2.32 -2.03 -0.604
H -3.66 -4.85 -2.21 0.365
H -2.72 -3.47 -2.83 0.361
H -2.90 -3.72 -1.09 0.462
C 6.15 3.95 -0.25 -0.873
C 5.55 3.34 0.94 0.482
N 5.08 2.87 1.88 -0.418
H 5.71 3.52 -1.15 0.311
H 5.98 5.02 -0.24 0.323
H 7.22 3.75 -0.25 0.203
C -5.90 5.32 -1.63 -0.958
C -5.10 4.13 -1.33 0.412
N -4.47 3.20 -1.09 -0.320
H -6.22 5.80 -0.71 0.319
H -5.32 6.03 -2.21 0.279
H -6.78 5.03 -2.21 0.295
C 10.74 2.84 0.88 -0.681
C 9.43 2.34 0.44 0.452
N 8.40 1.97 0.09 -0.526
H 10.61 3.44 1.77 0.385
H 11.40 2.01 1.10 0.212
H 11.19 3.45 0.10 0.125
C 14.54 -0.20 0.95 -0.784
C 13.46 0.47 0.21 0.417
N 12.62 0.99 -0.37 -0.416
H 15.50 0.07 0.53 0.262
H 14.51 0.11 2.00 0.277
H 14.41 -1.28 0.89 0.287
C 0.32 -6.74 -1.48 -0.899
C -0.79 -5.78 -1.51 0.304
N -1.66 -5.03 -1.54 -0.302
H 0.01 -7.65 -0.97 0.274
H 0.63 -6.99 -2.50 0.274
H 1.17 -6.30 -0.95 0.279
C -6.99 -4.12 2.25 -0.781
C -5.53 -4.01 2.27 0.466
N -4.38 -3.92 2.28 -0.488
H -7.29 -5.08 1.82 0.184
H -7.38 -4.06 3.27 0.336
H -7.42 -3.32 1.66 0.295
C -6.55 -8.71 2.01 -0.245
C -7.60 -7.68 1.97 0.453
N -8.42 -6.87 1.95 -0.540
H -6.92 -9.60 2.50 -0.409
H -6.25 -8.96 0.99 0.341
H -5.69 -8.34 2.55 0.344
C 0.01 -0.39 -4.65 -0.387
C 1.31 -1.06 -4.81 0.235
N 2.32 -1.58 -4.94 -0.376
H -0.23 -0.30 -3.60 -0.021
H 0.05 0.61 -5.10 0.270
H -0.76 -0.97 -5.15 0.258
C -7.10 -9.94 5.76 -0.824
C -5.93 -9.99 4.88 0.461
N -5.01 -10.03 4.18 -0.490
H -7.65 -10.88 5.70 0.270
H -6.78 -9.78 6.79 0.347
H -7.75 -9.12 5.46 0.270
C -6.74 -13.03 2.30 -0.814
C -7.80 -12.01 2.27 0.412
N -8.62 -11.21 2.24 -0.410
H -7.10 -13.93 2.80 0.303
H -6.44 -13.28 1.29 0.294
H -5.88 -12.65 2.84 0.261
C 14.26 5.61 -0.79 -0.799
C 13.66 4.99 0.40 0.393
N 13.20 4.50 1.33 -0.391
H 13.84 5.17 -1.69 0.275
H 14.06 6.68 -0.79 0.279
H 15.34 5.46 -0.79 0.273
C -6.05 4.39 -6.65 -0.732
C -6.50 3.94 -5.32 0.336
N -6.85 3.59 -4.29 -0.411
H -5.06 4.00 -6.85 0.249
H -6.74 4.04 -7.41 0.306
H -6.02 5.48 -6.67 0.255
C 7.04 5.30 3.75 -0.791
C 8.28 5.31 2.97 0.404
N 9.25 5.31 2.35 -0.433
H 6.55 4.33 3.66 0.199
H 7.26 5.49 4.80 0.324
H 6.37 6.07 3.38 0.264
```

LUMO energy	0.381	eV
net charge	0

=====

(3)
Entry from the Open Molecules 2025 dataset: a gas-phase ion, C4H11N2 (charge +1) at a distorted geometry (wB97M-V/def2-TZVPD).

Geometry as XYZ:
```
17
Properties=species:S:1:pos:R:3:mulliken_charge:R:1
C -0.66 1.41 -1.93 -0.961
C -0.17 -0.05 -1.92 -0.371
C -0.61 -0.90 -0.63 -0.741
N -0.12 -0.13 0.56 -0.089
C 0.47 -0.67 1.61 0.158
N 1.15 0.10 2.46 -0.351
H 0.21 2.04 -2.19 0.272
H -1.08 1.60 -0.94 0.228
H -1.42 1.83 -2.57 0.346
H 0.89 0.02 -1.68 0.274
H -0.51 -0.66 -2.75 0.367
H 0.01 -1.78 -0.64 0.458
H -1.66 -1.10 -0.47 0.346
H -0.06 0.87 0.53 0.160
H 0.13 -1.67 1.85 0.375
H 1.32 -0.22 3.40 0.292
H 0.93 1.08 2.41 0.238
```

LUMO energy	-4.066	eV
net charge	+1
structure (SMILES)	CCCNC=[NH2+]

=====

- What is the net charge in the second record?
  0

=====

- LUMO energy of number 3 (C4H11N2)?
  -4.066 eV

=====

- What is the formula in the first record?
  C22H54O13S7